Entry 1:
{
  "formula": "C14H81N2O28",
  "method": "ωB97M-V with the def2-TZVPD basis set",
  "spin_multiplicity": 1,
  "charge": 1,
  "homo_lumo_gap_ev": 9.3,
  "e_homo_ev": -11.7,
  "fmax_ev_per_a": 3.7,
  "elements": ["C", "C", "O", "C", "N", "C", "C", "C", "C", "N", "C", "C", "C", "O", "C", "C", "C", "C", "H", "H", "H", "H", "H", "H", "H", "H", "H", "H", "H", "H", "H", "H", "H", "H", "H", "H", "H", "H", "H", "H", "H", "H", "H", "H", "H", "H", "H", "O", "H", "H", "O", "H", "H", "O", "H", "H", "O", "H", "H", "O", "H", "H", "O", "H", "H", "O", "H", "H", "O", "H", "H", "O", "H", "H", "O", "H", "H", "O", "H", "H", "O", "H", "H", "O", "H", "H", "O", "H", "H", "O", "H", "H", "O", "H", "H", "O", "H", "H", "O", "H", "H", "O", "H", "H", "O", "H", "H", "O", "H", "H", "O", "H", "H", "O", "H", "H", "O", "H", "H", "O", "H", "H", "O", "H", "H"],
  "xyz": [[-1.9965, -2.2561, 2.9853], [-2.8022, -2.6357, 1.6821], [-2.0017, -2.6953, 0.4809], [-1.1022, -1.6111, 0.3969], [-0.6788, -1.3647, -1.0465], [0.5504, -0.5080, -0.8451], [1.1192, 0.0987, -2.1679], [0.7307, 1.5950, -2.4236], [1.0420, 2.5543, -1.1794], [-0.2567, 3.1052, -0.7230], [-0.6254, 4.3798, -1.3972], [-0.3570, 3.1856, 0.7268], [-1.3634, 2.1908, 1.4182], [0.2642, 3.9516, 1.4394], [-1.9030, -0.6836, -1.6007], [-2.7766, -1.7496, -2.3861], [-1.8657, -3.0704, -2.5555], [-0.5140, -2.6033, -1.8608], [-2.0344, -1.1342, 3.1025], [-0.9223, -2.5587, 2.9015], [-2.4778, -2.7771, 3.8536], [-3.7114, -1.9909, 1.5615], [-3.1845, -3.6775, 1.8481], [-0.1632, -1.8856, 0.9516], [-1.4705, -0.6724, 0.8840], [0.2617, 0.2683, -0.0948], [1.3717, -1.1021, -0.3664], [0.8302, -0.4880, -3.0826], [2.2433, 0.0617, -2.1502], [1.2663, 1.9916, -3.3151], [-0.3594, 1.6981, -2.6633], [1.5695, 1.9650, -0.3778], [1.7774, 3.3281, -1.5316], [-1.6649, 4.2263, -1.8217], [0.0396, 4.5212, -2.2885], [-0.6657, 5.2714, -0.7285], [-1.8981, 1.6128, 0.6092], [-2.1588, 2.7443, 1.9835], [-0.8333, 1.4393, 2.0514], [-1.7027, 0.0839, -2.3963], [-2.5506, -0.1219, -0.8886], [-2.8537, -1.3381, -3.4287], [-3.8113, -1.9185, -1.9968], [-1.8093, -3.2939, -3.6422], [-2.3305, -3.8542, -1.9085], [0.1674, -2.4977, -2.7460], [-0.0272, -3.4628, -1.3317], [3.4915, 2.1499, -2.9085], [3.7370, 3.0851, -2.8300], [4.1229, 1.6946, -2.3357], [-0.4648, 2.0679, -5.1301], [0.3278, 2.5441, -5.4043], [-1.1743, 2.7126, -5.2435], [0.9523, -4.6830, 2.4524], [0.3770, -4.5653, 1.6870], [0.4477, -5.2653, 3.0375], [4.7246, -0.5822, -3.7252], [4.9580, -1.1215, -4.4901], [4.3479, 0.2203, -4.1094], [-4.9574, -4.0079, 3.7534], [-4.6970, -4.5463, 2.9982], [-5.3288, -3.2094, 3.3593], [3.6376, 4.9530, -1.0485], [4.0632, 5.7370, -0.6633], [3.1255, 4.5775, -0.3204], [-4.8755, -0.2850, 1.1721], [-4.0688, 0.1906, 0.9452], [-5.5763, 0.3614, 1.0156], [6.2011, 3.4041, 0.2963], [5.9388, 2.5043, 0.5207], [5.3672, 3.8646, 0.1371], [1.1966, -0.6454, 2.3715], [1.4289, 0.2893, 2.4683], [1.8132, -1.0978, 2.9622], [0.9353, -0.1328, 5.1549], [0.3547, -0.0095, 4.3929], [0.4334, -0.7154, 5.7396], [-5.3279, 2.4956, 0.2460], [-4.5213, 2.9748, 0.0149], [-6.0332, 3.1379, 0.0923], [-5.1534, -4.2132, -3.5387], [-4.2307, -4.4163, -3.7334], [-5.1639, -4.0612, -2.5858], [-0.3577, -6.1938, 5.1176], [0.0259, -5.4114, 5.5322], [-0.9054, -6.5807, 5.8099], [3.4630, -6.0079, 1.7993], [2.7255, -5.3821, 1.8194], [3.0813, -6.8298, 2.1312], [-0.6262, -1.7160, 7.1554], [-0.2406, -0.9407, 7.5833], [-1.1745, -2.1175, 7.8394], [-2.1297, 0.6585, 4.5293], [-1.7517, 1.4448, 4.9439], [-2.6781, 0.2722, 5.2236], [-4.5098, 2.9444, 3.0649], [-4.3403, 2.0458, 3.3746], [-4.6229, 2.8490, 2.1090], [2.5087, -3.1828, -2.4028], [2.7526, -2.2503, -2.3400], [3.1302, -3.6241, -1.8105], [3.4817, -8.7117, 1.0485], [3.3817, -9.0680, 0.1591], [4.1809, -8.0517, 0.9601], [0.2730, 5.7224, -4.9942], [-0.3444, 6.2479, -4.4723], [1.1366, 5.9361, -4.6212], [3.0031, 1.3106, 3.9824], [3.3984, 2.0972, 4.3742], [2.4704, 0.9261, 4.6965], [-7.0091, -6.6444, -2.4080], [-7.1163, -7.0231, -3.2876], [-6.3051, -5.9945, -2.5185], [-3.3861, 3.0674, -2.9612], [-4.0284, 2.3689, -2.7843], [-2.6776, 2.9016, -2.3270], [4.8022, 7.4738, -1.0898], [5.6080, 7.9336, -1.3601], [4.1054, 8.1311, -1.1975], [6.0500, 3.0555, -4.0774], [5.4108, 2.3522, -3.9074], [6.7471, 2.9035, -3.4280], [7.8799, 6.7416, -0.9198], [7.2338, 6.0468, -0.7434], [8.5843, 6.5703, -0.2846]],
  "forces_ev_per_angstrom": [[-0.288, 0.513, -0.726], [-0.485, -0.943, 1.492], [0.083, 1.121, -0.232], [1.200, -1.805, 1.720], [-1.710, 0.450, 1.349], [1.236, 0.612, -0.885], [0.172, 0.748, -0.592], [-0.097, 0.454, 0.375], [0.298, -0.981, -1.155], [0.440, 0.547, 1.109], [-1.029, -0.387, -0.905], [-0.093, 0.025, 1.503], [-0.350, -0.191, -1.353], [-0.514, -0.724, -1.300], [-1.988, 0.985, -2.629], [0.851, -0.084, -1.122], [-1.126, 1.836, 2.373], [0.719, -2.653, -2.427], [0.143, -1.266, 0.242], [-0.921, 0.069, 0.197], [0.466, 0.649, -0.737], [1.026, -0.406, -0.117], [0.503, 0.868, -0.566], [-0.756, 0.349, -0.593], [0.135, -0.645, -0.883], [0.177, -0.542, -0.773], [-1.203, 0.078, -0.322], [0.140, 0.344, 0.952], [-1.023, -0.101, 0.185], [-0.430, -0.661, 0.789], [1.006, -0.169, 0.308], [-0.655, 0.642, -0.489], [-0.891, -0.462, 0.559], [1.182, 0.698, 0.474], [-0.494, 0.126, 0.933], [0.406, -0.686, -0.462], [0.502, 0.494, 0.693], [1.011, -0.416, -0.148], [-0.382, 0.816, -0.195], [0.793, -0.751, 0.978], [1.020, -0.754, 0.119], [-0.395, -0.303, 1.038], [1.129, 0.102, -0.076], [0.404, -0.207, 1.034], [0.474, 0.308, -0.972], [-0.245, 0.869, 1.261], [-0.547, 1.180, 0.180], [0.557, -0.079, 0.048], [0.050, 0.014, 0.030], [-0.062, 0.094, 0.070], [-0.118, 0.120, -0.138], [-0.107, 0.011, -0.043], [0.040, -0.051, -0.020], [-0.294, 0.147, -0.150], [0.014, -0.046, 0.069], [0.079, -0.086, 0.094], [-0.208, 0.155, -0.062], [0.054, -0.022, 0.123], [-0.046, -0.069, 0.008], [0.091, 0.138, -0.125], [-0.145, -0.083, 0.122], [-0.059, -0.076, 0.074], [-0.019, -0.431, 0.560], [0.063, 0.218, -0.478], [-0.113, 0.097, -0.091], [-0.019, 0.078, -0.041], [-0.125, 0.068, 0.082], [0.088, 0.022, -0.033], [-0.189, -0.059, -0.039], [0.131, 0.074, 0.067], [0.043, 0.009, -0.167], [-0.079, 0.222, -0.212], [0.324, -0.097, 0.073], [-0.049, 0.056, 0.024], [-0.165, 0.043, 0.165], [-0.061, -0.133, 0.085], [0.069, -0.113, -0.182], [0.238, 0.242, -0.075], [-0.108, 0.001, -0.194], [-0.032, -0.094, 0.038], [0.164, -0.060, 0.262], [-0.099, -0.054, -0.068], [-0.045, 0.107, -0.083], [0.049, 0.290, 0.027], [0.010, -0.088, 0.004], [0.011, -0.073, -0.145], [0.040, 0.144, -0.022], [0.043, -0.134, 0.207], [-0.058, 0.058, -0.099], [0.042, 0.277, 0.091], [-0.079, -0.133, 0.187], [0.035, -0.036, -0.109], [-0.025, 0.247, 0.154], [-0.051, 0.001, -0.085], [0.081, -0.102, -0.077], [0.280, -0.125, -0.111], [0.001, 0.081, 0.037], [-0.328, -0.077, 0.223], [0.020, 0.185, 0.316], [0.173, -0.076, -0.222], [-0.017, -0.071, -0.129], [0.157, -0.078, -0.136], [-0.052, -0.037, 0.118], [-0.066, -0.014, -0.025], [0.046, -0.058, 0.289], [-0.006, -0.012, -0.136], [-0.023, 0.009, -0.129], [-0.100, 0.088, 0.084], [0.013, -0.042, -0.154], [0.002, -0.099, -0.055], [0.137, 0.020, 0.015], [-0.034, 0.038, 0.081], [-0.123, -0.074, -0.199], [-0.045, -0.257, 0.284], [-0.054, 0.089, -0.159], [0.036, -0.099, -0.149], [-0.059, 0.334, -0.032], [0.131, -0.241, 0.139], [0.024, -0.093, 0.027], [-0.018, -0.153, 0.190], [0.113, 0.130, -0.170], [0.025, 0.100, -0.107], [-0.160, -0.091, 0.099], [0.095, -0.013, -0.042], [-0.025, 0.079, -0.077]],
  "lowdin_charge": [-0.05, -0.21, -0.12, -0.18, -0.16, -0.09, -0.14, -0.18, -0.16, -0.16, -0.03, -0.43, 0.01, 0.10, -0.09, -0.12, -0.11, -0.10, 0.06, 0.07, 0.09, 0.09, 0.11, 0.12, 0.13, 0.11, 0.14, 0.13, 0.10, 0.08, 0.08, 0.13, 0.09, 0.07, 0.09, 0.10, 0.05, 0.08, 0.07, 0.13, 0.12, 0.12, 0.11, 0.12, 0.11, 0.12, 0.15, -0.05, 0.05, 0.06, -0.06, 0.04, 0.04, -0.04, 0.04, 0.04, -0.06, 0.05, 0.02, -0.05, 0.03, 0.04, -0.07, 0.01, 0.03, -0.06, 0.01, 0.03, -0.05, 0.03, 0.00, -0.06, 0.03, 0.06, -0.06, 0.02, 0.01, -0.04, 0.05, 0.08, -0.04, 0.03, 0.04, -0.05, 0.04, 0.05, -0.08, -0.01, 0.02, -0.05, 0.05, 0.05, -0.06, 0.06, 0.06, -0.06, 0.02, -0.02, -0.05, 0.01, 0.06, -0.06, 0.04, 0.03, -0.06, 0.04, 0.04, -0.07, 0.05, 0.00, -0.06, 0.04, -0.01, -0.05, 0.04, -0.01, -0.05, 0.05, 0.06, -0.05, -0.01, 0.05, -0.05, 0.02, 0.04]
}



Entry 2:
{
  "formula": "C5H49N2O23",
  "method": "ωB97M-V with the def2-TZVPD basis set",
  "spin_multiplicity": 1,
  "charge": 1,
  "homo_lumo_gap_ev": 9.8,
  "e_homo_ev": -12.5,
  "fmax_ev_per_a": 1.0,
  "elements": ["O", "C", "O", "C", "C", "N", "C", "C", "N", "H", "H", "H", "H", "H", "H", "H", "O", "H", "H", "O", "H", "H", "O", "H", "H", "O", "H", "H", "O", "H", "H", "O", "H", "H", "O", "H", "H", "O", "H", "H", "O", "H", "H", "O", "H", "H", "O", "H", "H", "O", "H", "H", "O", "H", "H", "O", "H", "H", "O", "H", "H", "O", "H", "H", "O", "H", "H", "O", "H", "H", "O", "H", "H", "O", "H", "H", "O", "H", "H"],
  "xyz": [[-0.2136, -1.0125, -0.3711], [0.1145, 0.0352, -0.8415], [1.2513, 0.6020, -0.4396], [-0.7004, 0.7764, -1.8742], [-2.1286, 0.8925, -1.4522], [-2.8216, 1.9996, -1.6814], [-4.1011, 1.8544, -1.1801], [-4.1611, 0.6282, -0.6331], [-2.9317, 0.0235, -0.8359], [1.1551, 1.5645, -0.3314], [-0.6108, 0.3094, -2.8475], [-0.3181, 1.7885, -1.9140], [-2.4753, 2.8142, -2.1650], [-4.8744, 2.5853, -1.2426], [-4.9965, 0.1853, -0.1253], [-2.6776, -0.9240, -0.5737], [3.8000, 1.2469, 1.2707], [3.3374, 0.7508, 0.5949], [3.6771, 0.7328, 2.0800], [3.5068, 1.6243, -2.4711], [3.3188, 0.9485, -3.1388], [3.0130, 1.3570, -1.6960], [-5.3132, 4.1335, -3.0345], [-5.8399, 4.0006, -3.8326], [-5.5094, 5.0414, -2.7757], [2.1060, 3.8241, -1.3731], [2.9734, 3.3991, -1.3210], [2.0976, 4.4277, -0.6210], [2.1335, -0.5649, -3.6553], [1.9360, -1.2337, -4.3208], [1.6637, -0.8674, -2.8737], [-1.9618, -2.9987, 0.7947], [-1.8019, -3.9399, 0.9874], [-1.0815, -2.6213, 0.7536], [-4.7259, -1.9758, 1.1461], [-3.8319, -2.1656, 1.5076], [-5.0576, -1.2521, 1.6935], [4.8716, -0.3985, 3.8351], [5.0695, -1.3022, 4.1061], [5.7389, 0.0127, 3.7718], [2.4724, 4.3482, -4.3299], [2.7331, 3.5990, -3.7816], [2.5173, 5.0946, -3.7263], [5.0738, 3.8887, 0.6411], [5.9808, 4.2137, 0.6276], [5.1623, 2.9360, 0.7728], [-3.1454, 2.9249, -4.4757], [-3.2776, 3.0369, -5.4220], [-3.9666, 3.2334, -4.0601], [-4.4532, -4.6683, 2.5373], [-4.1067, -4.4090, 3.3991], [-4.6881, -3.8408, 2.1009], [2.0405, -2.8055, 0.3431], [1.5408, -3.3722, 0.9461], [1.4081, -2.1172, 0.0809], [-1.0785, 0.0206, -5.2442], [-1.8135, 0.6216, -5.4087], [-0.3098, 0.4855, -5.5942], [-6.9587, -0.6647, 0.2230], [-6.4817, -1.4996, 0.3323], [-7.8910, -0.8858, 0.3071], [-1.7119, -0.7018, 2.5355], [-0.8799, -0.2480, 2.7125], [-1.9382, -0.4413, 1.6409], [2.2844, -5.5683, 1.3968], [3.1574, -5.2238, 1.6120], [2.1538, -5.3309, 0.4720], [7.4342, 3.1217, 2.1654], [6.5154, 3.2582, 2.4243], [7.9287, 3.7280, 2.7265], [-2.9591, -3.0204, 4.7122], [-3.7127, -2.4227, 4.7059], [-2.2312, -2.4807, 4.3854], [-0.5039, -5.1269, 2.2777], [0.2772, -5.6921, 2.3515], [-0.4759, -4.5677, 3.0607], [6.4785, -1.9669, 5.6084], [7.3170, -2.4311, 5.6971], [6.4778, -1.3265, 6.3270]],
  "forces_ev_per_angstrom": [[-0.335, -0.776, -0.168], [-0.210, 0.325, 0.107], [0.263, 0.426, 0.378], [-0.192, 0.293, 0.949], [0.248, -0.063, -0.510], [-0.524, 0.010, 0.374], [0.223, -0.223, 0.092], [-0.197, -0.168, 0.006], [0.013, 0.395, 0.106], [0.336, 0.189, -0.477], [0.071, -0.185, -0.423], [0.157, 0.262, -0.495], [0.094, -0.006, -0.238], [-0.035, 0.410, -0.161], [0.026, -0.318, -0.095], [0.002, -0.156, 0.004], [-0.147, 0.256, 0.106], [0.072, -0.316, -0.067], [0.284, -0.103, 0.077], [0.175, 0.284, -0.211], [-0.007, -0.015, 0.134], [-0.054, -0.305, -0.016], [-0.151, -0.030, -0.182], [-0.217, 0.015, 0.142], [0.120, 0.023, 0.024], [-0.274, -0.312, 0.532], [0.138, 0.203, -0.167], [0.115, 0.063, -0.034], [-0.286, -0.011, -0.068], [0.123, 0.019, -0.067], [0.148, -0.200, 0.053], [-0.241, -0.220, -0.174], [-0.179, 0.153, 0.100], [0.128, 0.047, 0.085], [0.780, 0.309, 0.464], [-0.262, -0.155, -0.461], [-0.053, -0.114, 0.147], [-0.256, 0.176, -0.243], [0.090, 0.029, 0.130], [0.036, -0.021, -0.012], [-0.025, -0.101, -0.119], [0.022, -0.011, 0.035], [-0.020, 0.003, 0.035], [-0.082, 0.006, 0.054], [0.019, -0.028, -0.151], [-0.206, -0.075, -0.093], [-0.084, -0.229, 0.130], [0.075, 0.111, -0.001], [0.263, 0.136, -0.087], [-0.055, 0.047, -0.073], [0.180, 0.002, -0.018], [-0.126, -0.181, 0.061], [-0.341, 0.218, -0.083], [0.093, -0.022, 0.067], [0.235, -0.317, 0.187], [0.075, 0.154, 0.244], [-0.046, -0.031, 0.007], [0.018, -0.038, -0.034], [0.152, -0.078, 0.073], [-0.219, -0.053, -0.172], [-0.014, 0.042, -0.005], [0.120, 0.196, 0.251], [-0.029, -0.007, 0.111], [-0.022, -0.062, -0.116], [-0.052, 0.079, 0.013], [0.027, -0.053, 0.013], [0.072, -0.095, -0.046], [-0.063, 0.077, 0.103], [0.011, 0.000, 0.067], [0.089, -0.044, -0.018], [-0.044, 0.009, -0.080], [-0.025, 0.051, 0.145], [-0.016, 0.018, -0.112], [0.035, 0.179, -0.018], [0.040, 0.101, -0.170], [-0.100, -0.116, 0.058], [0.117, -0.026, 0.038], [-0.025, -0.054, -0.035], [-0.071, 0.005, 0.000]],
  "lowdin_charge": [0.12, -0.49, 0.12, 0.05, -0.21, 0.17, -0.01, -0.01, 0.19, 0.13, 0.12, 0.14, 0.17, 0.11, 0.09, 0.15, -0.04, 0.01, 0.03, -0.04, 0.02, -0.01, -0.05, 0.07, 0.07, -0.05, 0.02, 0.06, -0.02, 0.07, 0.03, -0.06, 0.04, 0.00, -0.07, 0.03, 0.06, -0.06, 0.01, 0.04, -0.07, -0.01, 0.02, -0.07, 0.03, 0.00, -0.06, 0.05, -0.01, -0.05, 0.01, -0.01, -0.06, 0.01, -0.01, -0.05, 0.03, 0.05, -0.06, 0.02, 0.06, -0.03, 0.06, 0.00, -0.05, 0.06, 0.04, -0.06, 0.02, 0.05, -0.04, 0.04, 0.02, -0.05, 0.03, 0.04, -0.05, 0.05, 0.05]
}



Entry 3:
{
  "formula": "C5H8ClN",
  "method": "ωB97M-V with the def2-TZVPD basis set",
  "spin_multiplicity": 1,
  "charge": 0,
  "homo_lumo_gap_ev": 10.3,
  "e_homo_ev": -9.4,
  "fmax_ev_per_a": 3.8,
  "elements": ["C", "C", "Cl", "C", "C", "H", "H", "H", "H", "H", "H", "H", "C", "N", "H"],
  "xyz": [[0.5223, 0.7961, 1.6089], [0.7678, 0.6098, 0.3235], [1.7666, 1.8035, -0.5923], [0.0352, -0.4732, -0.4161], [-1.3953, 0.0461, -0.7856], [0.7627, 1.5829, 2.1695], [-0.2328, 0.1377, 1.9534], [0.7076, -0.8874, -1.2328], [-0.0401, -1.2335, 0.2483], [-1.6692, -0.0042, -1.8007], [-1.4615, 1.0454, -0.4305], [-2.1945, -0.5915, -0.3616], [3.7829, -1.6459, 0.4477], [3.4679, -1.1034, -0.4954], [3.8717, -2.1053, 1.3580]],
  "forces_ev_per_angstrom": [[-0.909, -2.218, -2.609], [0.518, 0.957, -0.206], [-0.762, -1.004, 0.557], [1.066, 1.927, -2.983], [0.314, -1.580, 0.628], [1.340, 2.952, 2.050], [-0.408, -0.676, 0.846], [-1.165, 0.728, 0.532], [-0.359, -2.445, 2.086], [0.281, 0.254, -1.576], [-0.477, 0.786, 0.210], [0.544, 0.392, 0.471], [-0.397, 0.215, -0.179], [-0.114, 0.629, -1.475], [0.527, -0.915, 1.648]],
  "lowdin_charge": [-0.01, -0.72, 0.57, -0.26, -0.07, 0.02, 0.07, 0.12, 0.05, 0.05, 0.06, 0.08, -0.05, 0.08, 0.03]
}